1.
This record from OMol25 describes a structure of composition CH2N2O2S. The level of theory is the ωB97M-V functional and the def2-TZVPD basis.

The LUMO energy comes out at -0.677 eV. As for the HOMO energy: -9.0 eV.

Structure (ORCA input):
```
! RIJCOSX wB97M-V def2-TZVPD def2/J DEFGRID3
* xyz 0 1
S -0.1329 -1.8905 0.1811
C -0.1399 0.9009 -0.8089
O -1.1068 -2.1705 1.1419
N 0.7287 0.6881 0.1790
H 0.9245 1.3926 0.8795
O 0.6180 -0.5872 0.8328
H -0.1389 1.8117 -1.2260
N -0.7528 -0.1452 -1.1793
*
```



2.
This record from OMol25 describes the molecule CH2N2O2S. The level of theory is the ωB97M-V functional and the def2-TZVPD basis.

The LUMO energy comes out at -0.344 eV. As for the HOMO energy: -10.9 eV.

Structure (ORCA input):
```
! RIJCOSX wB97M-V def2-TZVPD def2/J DEFGRID3
* xyz 0 1
H 1.7325 1.3683 0.0336
O 0.0994 0.7471 0.9998
O -1.1669 0.9014 -1.2320
N 1.3627 0.5172 0.4206
C -1.0546 -1.4019 0.0884
S -1.3077 0.4363 0.2621
H 1.4080 -0.0374 -0.4675
N -1.0734 -2.5311 -0.1050
*
```



Which one sits at the bottom of the stability order? 1 does.